[1]
{"formula": "C6H13N3", "method": "the ωB97M-V functional and the def2-TZVPD basis", "symbols": ["C", "C", "C", "C", "C", "N", "N", "C", "N", "H", "H", "H", "H", "H", "H", "H", "H", "H", "H", "H", "H", "H"], "coordinates": [[-0.544, -0.419, -0.829], [-1.737, 0.109, -0.023], [-0.439, -1.922, -0.810], [1.666, 0.013, -0.663], [-0.629, 0.646, 0.779], [1.796, 0.883, -1.558], [-0.220, -0.004, 1.900], [-0.218, 2.076, 0.648], [2.237, -0.624, 0.263], [-0.497, 0.040, -1.806], [0.081, 2.337, -0.362], [2.741, 0.942, -1.934], [-0.520, -0.960, 2.012], [0.758, 0.131, 2.136], [1.883, -1.537, 0.508], [-2.346, 0.856, -0.523], [-2.347, -0.652, 0.464], [-1.358, -2.398, -1.168], [-0.246, -2.294, 0.204], [0.376, -2.271, -1.445], [-1.061, 2.721, 0.913], [0.624, 2.327, 1.293]], "e_tot_ha": -400.5699, "orbital_gap_ev": 8.6, "relative_energy_kcal_mol": 77.23, "e_homo_ev": -7.72, "total_charge": 0}

***

[2]
{"formula": "C6H13N3", "method": "the ωB97M-V functional and the def2-TZVPD basis", "symbols": ["C", "C", "C", "C", "N", "N", "H", "H", "H", "H", "H", "H", "H", "H", "C", "C", "N", "H", "H", "H", "H", "H"], "coordinates": [[0.027, -0.244, -3.021], [1.089, -1.443, 1.387], [0.858, 0.414, -2.021], [-0.274, -0.871, 1.120], [1.885, 0.748, -1.574], [-1.358, -1.524, 1.091], [1.590, 1.112, 0.278], [-1.243, -2.511, 1.317], [-0.450, -1.118, -2.574], [0.635, -0.562, -3.868], [-0.745, 0.443, -3.369], [1.021, -2.488, 1.684], [1.711, -1.363, 0.495], [1.572, -0.864, 2.173], [-1.594, 1.283, 1.092], [-0.316, 0.575, 0.680], [0.869, 1.280, 1.029], [0.699, 2.281, 1.007], [-0.263, 0.481, -0.556], [-1.593, 1.430, 2.172], [-2.457, 0.676, 0.839], [-1.663, 2.264, 0.621]], "e_tot_ha": -400.6365, "orbital_gap_ev": 9.4, "smiles": "[H]/N=C(\\C)[C@@H](C)N.CC#N", "relative_energy_kcal_mol": 35.45, "e_homo_ev": -8.88, "total_charge": 0}

***

[3]
{"formula": "C6H13N4", "method": "the ωB97M-V functional and the def2-TZVPD basis", "symbols": ["C", "C", "C", "C", "C", "C", "N", "N", "N", "N", "H", "H", "H", "H", "H", "H", "H", "H", "H", "H", "H", "H", "H"], "coordinates": [[3.187, -0.023, 0.149], [1.365, 1.094, -1.087], [2.021, -0.246, -0.680], [0.813, -0.656, 0.224], [-1.509, -1.417, 0.414], [-1.828, -0.098, 0.934], [3.983, -0.041, 0.939], [0.497, 1.026, 0.109], [-0.179, -1.316, -0.287], [-2.104, 0.911, -0.059], [2.050, 1.966, -1.115], [0.815, 1.093, -1.986], [2.200, -1.024, -1.473], [1.008, -0.865, 1.294], [-1.539, -2.063, 1.260], [-2.208, -1.830, -0.254], [-1.013, 0.359, 1.553], [-2.752, -0.184, 1.608], [0.911, 1.454, 0.848], [-0.260, -1.538, -1.239], [-3.028, 1.320, -0.020], [-1.946, 0.589, -0.973], [-0.481, 1.490, -0.160]], "e_tot_ha": -455.1153, "orbital_gap_ev": 11.1, "smiles": "N#C[C@@H]1C[NH2+][C@H]1NCCN", "relative_energy_kcal_mol": 59.75, "e_homo_ev": -13.98, "total_charge": 1}

***

[4]
{"formula": "C6H13N4O3", "method": "the ωB97M-V functional and the def2-TZVPD basis", "symbols": ["C", "C", "C", "C", "C", "C", "N", "N", "N", "N", "O", "O", "O", "H", "H", "H", "H", "H", "H", "H", "H", "H", "H", "H", "H", "H"], "coordinates": [[0.923, 0.202, -2.636], [1.059, 0.354, 1.924], [-2.554, 0.869, 1.898], [0.962, -0.676, -1.441], [0.690, -0.867, 0.918], [-2.300, 0.376, 0.581], [-2.043, 2.148, 1.316], [-2.648, -0.691, -0.085], [-1.782, 1.592, 0.157], [0.523, -0.151, -0.359], [-1.642, 3.221, 1.848], [-2.514, -0.923, -1.432], [-1.086, 2.039, -0.732], [1.975, 0.397, -2.792], [0.732, -0.331, -3.534], [0.314, 1.133, -2.661], [0.910, -0.045, 3.042], [2.120, 0.718, 1.879], [0.316, 1.053, 1.792], [-1.847, 0.543, 2.706], [-3.538, 0.987, 2.309], [1.397, -1.610, -1.515], [-2.485, -0.118, -2.009], [-0.181, -1.320, 1.345], [1.447, -1.621, 0.851], [0.170, 0.786, -0.304]], "e_tot_ha": -680.6115, "orbital_gap_ev": [8.4, 8.3], "relative_energy_kcal_mol": 197.17, "e_homo_ev": [-12.75, -12.89], "total_charge": 1}

***

[5]
{"formula": "C6H13N5O5PdS2", "method": "the ωB97M-V functional and the def2-TZVPD basis", "symbols": ["Pd", "C", "C", "N", "N", "C", "S", "N", "N", "H", "H", "H", "H", "H", "H", "C", "N", "C", "C", "O", "H", "H", "H", "H", "H", "H", "H", "O", "S", "O", "O", "O"], "coordinates": [[0.407, -0.143, -1.158], [2.225, 0.954, 4.065], [2.707, 0.184, 2.895], [3.910, -0.256, 2.716], [3.860, -0.868, 1.498], [2.654, -0.831, 0.923], [2.260, -1.465, -0.592], [1.898, -0.162, 1.831], [0.537, 0.091, 1.691], [3.068, 1.161, 4.718], [1.476, 0.394, 4.628], [1.778, 1.894, 3.738], [4.695, -1.242, 1.081], [0.089, -0.012, 2.592], [0.394, 1.031, 1.286], [-3.457, -0.725, -3.316], [-2.686, -1.172, -2.167], [-3.052, -0.652, -0.855], [-1.536, -1.804, -2.326], [-0.710, -1.997, -1.413], [-4.520, -0.816, -3.099], [-3.222, -1.344, -4.180], [-3.224, 0.315, -3.544], [-4.138, -0.619, -0.789], [-2.641, 0.348, -0.715], [-2.657, -1.316, -0.091], [-1.354, -2.172, -3.343], [-0.838, 1.370, -1.716], [0.235, 2.352, -1.190], [0.210, 3.594, -1.883], [0.152, 2.437, 0.264], [1.480, 1.472, -1.549]], "e_tot_ha": -1810.6654, "orbital_gap_ev": 8.4, "e_homo_ev": -8.78, "total_charge": 0}

***

[6]
{"formula": "C6H13NO", "method": "the ωB97M-V functional and the def2-TZVPD basis", "symbols": ["C", "C", "C", "C", "C", "N", "C", "O", "H", "H", "H", "H", "H", "H", "H", "H", "H", "H", "H", "H", "H"], "coordinates": [[-0.390, -0.345, 0.287], [1.462, -0.421, 1.497], [-1.330, 0.294, 1.279], [-1.295, 0.721, -1.896], [0.354, 0.455, -0.552], [-0.667, -1.669, -0.046], [1.373, 1.130, -1.018], [2.758, -0.610, 0.995], [2.744, -1.391, 0.427], [-0.284, -1.970, -0.933], [-1.640, -1.923, 0.050], [1.107, -1.305, 2.031], [1.437, 0.472, 2.117], [-2.359, 0.254, 0.911], [-1.066, 1.336, 1.449], [-1.284, -0.244, 2.230], [-2.263, 0.316, -1.606], [-1.335, 1.805, -1.985], [-0.929, 0.239, -2.802], [1.278, 1.713, -1.928], [2.330, 1.142, -0.505]], "e_tot_ha": -366.1949, "orbital_gap_ev": 7.3, "relative_energy_kcal_mol": 149.95, "e_homo_ev": -6.46, "total_charge": 0}

***

[7]
{"formula": "C6H13NO", "method": "the ωB97M-V functional and the def2-TZVPD basis", "symbols": ["C", "N", "C", "C", "C", "C", "C", "H", "H", "H", "H", "H", "H", "H", "H", "H", "H", "H", "H", "H", "O"], "coordinates": [[1.003, 1.280, -0.709], [0.130, 1.271, 0.530], [-0.693, 0.081, 0.335], [-1.365, -0.510, -0.715], [-1.686, -0.111, -2.177], [0.080, -1.925, 1.320], [-0.563, -0.779, 1.526], [0.283, 0.953, -1.540], [1.673, 0.405, -0.682], [1.420, 2.217, -0.964], [-0.384, 2.108, 0.781], [-1.730, -1.510, -0.441], [-0.955, 0.544, -2.689], [-2.769, 0.192, -2.173], [-1.635, -1.100, -2.715], [0.348, -2.585, 2.193], [0.310, -2.385, 0.316], [-0.824, -0.234, 2.545], [2.496, 0.041, 2.174], [2.018, 1.068, 1.291], [2.843, 0.980, 1.791]], "e_tot_ha": -366.2814, "orbital_gap_ev": 9.7, "smiles": "C=C/C(=C/C)NC.O", "relative_energy_kcal_mol": 95.69, "e_homo_ev": -8.82, "total_charge": 0}

***

[8]
{"formula": "C6H13NO", "method": "the ωB97M-V functional and the def2-TZVPD basis", "symbols": ["C", "C", "C", "N", "C", "C", "C", "O", "H", "H", "H", "H", "H", "H", "H", "H", "H", "H", "H", "H", "H"], "coordinates": [[-0.509, -1.729, 0.504], [-0.386, -1.395, 1.984], [0.746, -1.346, -0.270], [1.139, 0.065, -0.126], [0.132, 1.492, -1.997], [0.339, 1.105, -0.524], [-0.235, 2.005, 0.429], [-0.057, 1.895, 1.653], [-0.805, -2.736, 0.190], [-1.329, -1.143, 0.034], [0.582, -1.795, 2.438], [-1.180, -1.824, 2.586], [-0.472, -0.299, 2.023], [1.515, -2.002, 0.199], [0.563, -1.521, -1.357], [2.081, 0.113, -0.489], [1.003, 1.742, -2.564], [-0.651, 2.229, -1.972], [-0.208, 0.577, -2.507], [-1.660, 1.595, -0.190], [-0.609, 2.968, -0.042]], "e_tot_ha": -366.2280, "orbital_gap_ev": 7.4, "relative_energy_kcal_mol": 129.18, "e_homo_ev": -8.53, "total_charge": 0}